ORCA calculation (the ωB97M-V functional and the def2-TZVPD basis) on a cluster of 2 separate species, CH6N2O in total.

XYZ file:
```
10
Properties=species:S:1:pos:R:3:forces:R:3
C -0.311 0.265 0.881 -1.27 0.44 -0.21
N 0.866 -0.057 -0.933 -0.72 3.79 -0.63
N 0.019 -0.651 -0.136 -3.88 -1.38 -2.15
O 0.848 0.548 1.545 1.82 -0.86 1.58
H -0.700 1.196 0.457 0.03 0.26 0.21
H -1.082 -0.221 1.436 -0.64 -0.14 0.95
H 1.429 -0.672 -1.362 2.37 -2.04 -2.38
H 0.689 0.905 -1.353 0.27 -1.86 0.79
H -1.444 -0.840 -0.887 3.05 0.30 1.87
H 1.387 -0.299 1.599 -1.03 1.49 -0.03
```
Forces are in eV/Å.

The calculation puts the LUMO energy at 0.42 eV. The energy above the lowest of the compared OMol25 structures with the same formula, charge and spin is 113.6 kcal per mole. Its net charge is 0. The calculation puts the HOMO-LUMO gap at 8.945 eV. The value obtained for the total energy is -6157.5703 eV.


ORCA calculation (the ωB97M-V functional and the def2-TZVPD basis) on a cluster of 2 separate species, CH6N2O2 in total.

XYZ file:
```
11
Properties=species:S:1:pos:R:3:forces:R:3
O -0.011 1.691 -0.344 0.93 1.76 1.21
C 0.866 1.434 0.441 0.52 -2.41 -1.79
O 1.888 2.220 0.938 -0.75 -1.08 0.18
H 0.975 0.218 0.563 0.45 3.19 0.75
H 1.906 3.177 0.764 -0.80 -0.46 -0.43
N -0.467 -1.926 -0.865 -3.74 -0.82 -2.44
N -0.708 -0.829 0.016 -3.14 -0.17 1.20
H -0.878 -1.461 -1.702 1.31 -0.85 -0.29
H -1.284 -2.668 -0.785 2.05 1.31 0.39
H -0.479 -1.279 0.872 -0.03 0.25 1.49
H -1.809 -0.576 0.104 3.21 -0.71 -0.27
```
Forces are in eV/Å.

The calculation puts the LUMO energy at 0.87 eV. The energy above the lowest of the compared OMol25 structures with the same formula, charge and spin is 93.0 kcal per mole. The SMILES is O=CO.NN. Its net charge is 0. The calculation puts the HOMO-LUMO gap at 10.317 eV. The value obtained for the total energy is -8206.8430 eV.


ORCA calculation (the ωB97M-V functional and the def2-TZVPD basis) on a cluster of 3 separate species, CH6N2O2 in total.

XYZ file:
```
11
Properties=species:S:1:pos:R:3:forces:R:3
C 1.669 0.768 -0.049 -2.07 4.85 -1.02
N 0.721 -0.126 -0.094 0.29 -1.35 0.02
N -2.012 -0.076 0.054 -0.20 0.00 -0.15
O 1.085 -1.485 0.082 -0.16 0.25 0.02
O 2.851 0.671 0.085 0.66 -0.55 0.14
H 1.026 2.099 -0.316 1.58 -3.58 0.82
H -0.312 -0.010 -0.086 0.23 0.18 0.03
H -2.237 -0.747 0.775 -0.08 -0.02 0.06
H -2.453 0.806 0.281 -0.08 -0.03 0.00
H -2.395 -0.414 -0.822 -0.08 0.04 0.07
H 2.057 -1.485 0.091 -0.09 0.22 0.00
```
Forces are in eV/Å.

The calculation puts the LUMO energy at 0.59 eV. The energy above the lowest of the compared OMol25 structures with the same formula, charge and spin is 90.4 kcal per mole. Its net charge is 0. The calculation puts the HOMO-LUMO gap at 9.878 eV. The value obtained for the total energy is -8206.9566 eV.


ORCA calculation (the ωB97M-V functional and the def2-TZVPD basis) on a structure of composition CH6N2O2Rb.

XYZ file:
```
12
Properties=species:S:1:pos:R:3:forces:R:3
Rb 2.843 -2.123 -0.860 -0.08 -0.01 -0.02
C -0.985 2.346 0.984 -1.48 0.51 1.07
O -0.112 1.599 0.814 5.74 -3.76 -1.96
N -2.057 1.972 1.582 -4.90 -1.21 2.35
N -1.031 3.612 0.726 1.24 4.88 -1.83
H -2.213 1.008 1.840 -0.08 0.50 0.01
H -2.710 2.725 1.753 -0.57 -1.10 0.42
H -1.809 4.200 0.987 0.47 -0.08 -0.26
H -0.217 4.029 0.297 -0.33 0.12 0.15
O 2.774 -6.067 -2.669 0.00 0.44 0.17
H 3.408 -6.628 -3.115 0.21 -0.13 -0.16
H 2.109 -6.672 -2.339 -0.21 -0.18 0.06
```
Forces are in eV/Å.

The calculation puts the LUMO energy at -3.91 eV. The energy above the lowest of the compared OMol25 structures with the same formula, charge and spin is 34.9 kcal per mole. Its net charge is +1. The calculation puts the HOMO-LUMO gap at 8.313 eV. The value obtained for the total energy is -8859.8591 eV.


ORCA calculation (the ωB97M-V functional and the def2-TZVPD basis) on an isolated molecule of CH6N2O2S.

XYZ file:
```
12
Properties=species:S:1:pos:R:3:forces:R:3
N 1.476 0.790 0.929 -3.26 -3.88 -1.94
S 0.831 -0.295 -0.213 3.86 2.06 3.56
O 1.529 -0.437 -1.467 -0.59 0.10 -0.23
O 0.756 -1.822 0.471 -1.20 1.73 -0.86
C -0.996 -0.174 -0.389 0.45 0.74 -0.23
N -1.505 1.067 0.019 0.12 -1.71 -1.63
H 2.213 1.398 0.602 0.12 -0.33 -1.03
H 1.560 -2.008 0.929 1.26 -0.07 0.61
H -1.411 -0.915 0.199 -0.26 -1.72 1.69
H -1.129 -0.628 -1.387 -0.24 1.32 -0.11
H -1.720 1.724 -0.651 -0.28 1.61 -1.24
H -1.603 1.300 0.958 0.03 0.15 1.43
```
Forces are in eV/Å.

The calculation puts the LUMO energy at 0.71 eV. The energy above the lowest of the compared OMol25 structures with the same formula, charge and spin is 46.7 kcal per mole. The SMILES is N=[S@@](=O)(O)CN. Its net charge is 0. The calculation puts the HOMO-LUMO gap at 9.943 eV. The value obtained for the total energy is -19041.8744 eV.


ORCA calculation (the ωB97M-V functional and the def2-TZVPD basis) on a cluster of 2 separate species, CH6N2O3 in total.

XYZ file:
```
12
Properties=species:S:1:pos:R:3:forces:R:3
N 0.062 0.475 -1.437 -0.23 0.22 0.17
C 0.069 -0.805 -0.971 -1.01 -0.80 -0.21
O 1.021 -1.534 -0.952 0.09 -0.05 0.24
O -1.215 -1.190 -0.601 0.73 0.36 -0.47
H -0.829 0.871 -1.688 0.11 0.06 0.01
H 0.887 0.789 -1.922 -0.13 -0.15 -0.01
H -1.178 -2.101 -0.277 0.30 0.15 -0.10
N 0.392 1.200 1.630 -0.21 0.06 0.10
O -0.045 -0.168 1.647 -0.66 0.15 0.31
H 0.555 1.410 0.643 0.08 -0.15 0.23
H 1.298 1.189 2.098 -0.25 -0.14 -0.13
H -1.015 -0.137 1.829 1.19 0.29 -0.15
```
Forces are in eV/Å.

The calculation puts the LUMO energy at 0.67 eV. The energy above the lowest of the compared OMol25 structures with the same formula, charge and spin is 0.0 kcal per mole. The SMILES is NC(=O)O.NO. Its net charge is 0. The calculation puts the HOMO-LUMO gap at 10.270 eV. The value obtained for the total energy is -10256.1142 eV.


ORCA calculation (the ωB97M-V functional and the def2-TZVPD basis) on a cluster of 2 separate species, CH6N2O3S in total.

XYZ file:
```
13
Properties=species:S:1:pos:R:3:forces:R:3
C 0.743 2.026 0.549 1.61 -1.16 3.19
N -0.296 1.026 0.599 -2.32 -0.47 -2.25
N 0.178 -2.039 -0.207 1.18 -0.77 1.12
O -1.749 -0.939 -1.306 -1.52 -0.43 -0.33
O 0.527 -0.566 -2.167 2.59 0.18 -2.76
O -0.644 -2.424 0.886 -1.19 -0.25 -0.74
S -0.359 -0.777 -1.126 -1.55 2.59 4.40
H 1.745 1.517 0.864 -1.42 0.93 -1.28
H 0.717 2.614 -0.312 0.68 0.83 -1.54
H 0.669 2.755 1.438 -0.55 -0.96 -1.01
H -1.134 1.401 0.009 1.66 -0.70 1.50
H 1.054 -1.683 0.248 -0.89 -0.73 -0.48
H -1.451 -2.911 0.523 1.73 0.95 0.18
```
Forces are in eV/Å.

The calculation puts the LUMO energy (alpha / beta) at -0.80 / -0.50 eV. The energy above the lowest of the compared OMol25 structures with the same formula, charge and spin is 112.2 kcal per mole. Its net charge is 0. The calculation puts the HOMO-LUMO gap (alpha / beta) at 8.697 / 8.238 eV. The value obtained for the total energy is -21086.6693 eV.


ORCA calculation (the ωB97M-V functional and the def2-TZVPD basis) on a cluster of 2 separate species, CH6N2O3S in total.

XYZ file:
```
13
Properties=species:S:1:pos:R:3:forces:R:3
C 0.278 1.394 -0.787 -0.58 0.58 0.86
N -0.113 0.719 0.429 1.36 0.20 0.98
N 2.134 -1.768 -0.034 -0.58 -0.06 -0.46
O -1.170 -0.501 2.033 -0.53 -1.63 0.06
O -2.286 -0.405 -0.229 -0.91 0.52 2.02
O 1.214 -1.426 -0.775 1.44 -0.57 0.04
S -0.898 -0.753 0.610 -0.89 1.89 1.23
H 1.331 1.625 -0.704 0.18 0.17 -0.62
H -0.002 0.855 -1.644 0.29 -1.26 -1.23
H -0.345 2.275 -0.920 0.32 0.59 0.33
H 0.608 0.782 1.209 -1.55 -0.16 -1.39
H 2.172 -2.744 0.312 -0.06 0.30 -0.09
H -2.924 -0.052 0.501 1.50 -0.57 -1.73
```
Forces are in eV/Å.

The calculation puts the LUMO energy (alpha / beta) at 0.79 / -1.38 eV. The energy above the lowest of the compared OMol25 structures with the same formula, charge and spin is 0.0 kcal per mole. As for the expectation value of S²: 2.008. Its net charge is 0. The calculation puts the HOMO-LUMO gap (alpha / beta) at 10.060 / 7.918 eV. The value obtained for the total energy is -21087.0912 eV. As for the spin multiplicity: 3.


ORCA calculation (the ωB97M-V functional and the def2-TZVPD basis) on an isolated molecule of CH6N2OP2S.

XYZ file:
```
13
Properties=species:S:1:pos:R:3:forces:R:3
H -3.060 -2.077 0.742 0.35 1.67 0.93
P -2.568 -0.658 1.247 -1.15 -2.19 -1.34
N -1.495 -0.498 0.127 0.51 0.31 -0.50
P -0.337 0.700 0.003 -0.09 0.57 0.33
N 0.657 0.032 -1.160 -0.29 0.46 0.23
C 1.903 0.691 -1.695 -2.64 -4.36 1.21
S 0.610 0.158 2.006 0.26 0.19 -0.30
O -0.767 -0.303 2.810 -0.11 -0.80 0.46
H 0.141 -0.616 -1.719 0.20 -0.58 -0.36
H 2.612 0.127 -1.154 1.76 0.20 0.29
H 1.905 0.385 -2.698 0.49 0.46 -1.59
H 1.816 1.665 -1.444 0.38 3.37 0.24
H -1.418 0.394 2.935 0.35 0.70 0.39
```
Forces are in eV/Å.

The calculation puts the LUMO energy at -0.42 eV. The energy above the lowest of the compared OMol25 structures with the same formula, charge and spin is 28.0 kcal per mole. The SMILES is [H]/P=N/P(NC)SO. Its net charge is 0. The calculation puts the HOMO-LUMO gap at 7.534 eV. The value obtained for the total energy is -35572.3814 eV.


ORCA calculation (the ωB97M-V functional and the def2-TZVPD basis) on a cluster of 2 separate species, CH6N2OS in total.

XYZ file:
```
11
Properties=species:S:1:pos:R:3:forces:R:3
C 1.955 -0.387 -0.014 0.14 -0.48 -1.03
N 2.400 0.759 0.320 -3.09 1.24 0.03
H 0.873 -0.680 -0.482 2.56 0.76 1.42
H 2.810 -1.114 0.039 -1.39 -0.19 -0.31
H 1.578 1.480 0.287 1.79 -1.32 -0.11
N -1.782 -0.758 -0.146 -1.12 1.54 1.84
S -3.020 0.389 0.010 0.89 -0.09 -0.26
O -2.239 1.869 -0.192 -0.65 -0.94 -0.79
H -1.786 -1.180 -1.054 0.48 -0.86 0.27
H -1.514 -1.145 0.787 -0.09 -0.18 -2.03
H -1.872 2.059 0.655 0.48 0.51 0.98
```
Forces are in eV/Å.

The calculation puts the LUMO energy at 0.62 eV. The energy above the lowest of the compared OMol25 structures with the same formula, charge and spin is 57.8 kcal per mole. The SMILES is C=N.NSO. Its net charge is 0. The calculation puts the HOMO-LUMO gap at 9.838 eV. The value obtained for the total energy is -16995.0053 eV.


ORCA calculation (the ωB97M-V functional and the def2-TZVPD basis) on a cluster of 2 separate species, CH6N2S2 in total.

XYZ file:
```
11
Properties=species:S:1:pos:R:3:forces:R:3
S 0.514 -2.648 0.188 -1.26 -1.92 0.05
S 1.709 -0.655 -0.099 1.30 1.99 -0.22
H 0.875 -2.664 1.470 -0.01 0.11 0.11
H 0.945 -0.121 -1.062 -0.12 -0.12 0.10
N -2.289 1.429 -0.308 -0.36 1.32 1.17
C -1.595 2.466 0.315 0.42 -1.05 -0.79
N -0.845 3.192 -0.399 0.49 -0.10 -0.16
H -2.284 0.641 0.332 -0.08 -0.31 -0.81
H -1.852 1.358 -1.213 -0.13 -0.90 -0.12
H -1.674 2.461 1.397 0.12 0.08 0.33
H -0.071 3.575 0.125 -0.38 0.89 0.33
```
Forces are in eV/Å.

The calculation puts the LUMO energy (alpha / beta) at 3.71 / 3.64 eV. The energy above the lowest of the compared OMol25 structures with the same formula, charge and spin is 8.8 kcal per mole. As for the expectation value of S²: 0.754. Its net charge is -1. The calculation puts the HOMO-LUMO gap (alpha / beta) at 4.592 / 6.773 eV. The value obtained for the total energy is -25784.5541 eV. As for the spin multiplicity: 2.


ORCA calculation (the ωB97M-V functional and the def2-TZVPD basis) on a cluster of 2 separate species, CH6N2Si in total.

XYZ file:
```
10
Properties=species:S:1:pos:R:3:forces:R:3
C -0.341 -0.028 -0.100 -0.54 -1.74 -4.55
N -1.433 0.757 -0.349 -1.09 -0.66 -0.89
N -1.520 -0.402 0.594 1.87 2.23 1.33
Si 1.468 0.097 0.189 0.24 -3.23 0.60
H -0.115 -0.866 -1.829 -0.24 1.02 2.68
H -1.514 1.581 0.163 0.21 1.77 1.26
H -2.194 -0.976 0.202 -0.76 -1.95 -1.33
H 1.225 -0.415 1.542 0.87 0.40 0.88
H 2.147 1.338 -0.002 0.08 0.95 -0.12
H 2.277 -1.086 -0.410 -0.65 1.21 0.13
```
Forces are in eV/Å.

The calculation puts the LUMO energy (alpha / beta) at 0.15 / 0.15 eV. The energy above the lowest of the compared OMol25 structures with the same formula, charge and spin is 145.4 kcal per mole. Its net charge is 0. The calculation puts the HOMO-LUMO gap (alpha / beta) at 8.614 / 8.616 eV. The value obtained for the total energy is -11985.3848 eV.